[1]
The following is a DFT calculation (ωB97M-V with the def2-TZVPD basis set) of a molecular structure, C35H42AsCl2N2O4Zn at a distorted geometry.

molar mass = 765.9 g/mol
gap between HOMO and LUMO = 0.1652 Eh
HOMO energy = -2.526 eV
energy relative to the best compared isomer or geometry (same formula, charge and spin) = 72.52 kJ/mol
energy = -182450.1199 eV
charge = -1

Geometry as XYZ:
```
87
Properties=species:S:1:pos:R:3:mulliken_charge:R:1
O -0.466 4.286 -2.140 -0.92
C -0.039 3.467 -3.058 -0.24
C -1.168 2.699 -3.744 0.47
C -1.466 1.389 -3.389 0.30
H -0.920 0.924 -2.565 0.14
C -2.382 0.652 -4.151 -0.85
H -2.526 -0.403 -3.922 0.70
C -3.075 1.265 -5.198 -0.83
H -3.779 0.684 -5.799 0.36
C -2.855 2.624 -5.471 -0.46
H -3.408 3.123 -6.268 0.34
C -1.903 3.341 -4.735 -0.60
H -1.705 4.398 -4.933 0.38
H 0.301 4.230 -3.787 0.10
C 2.420 3.333 -2.163 -1.75
C 1.344 2.567 -2.835 1.09
H 3.007 3.903 -2.902 0.50
H 3.102 2.638 -1.652 0.23
H 2.005 4.047 -1.447 0.30
C 1.576 1.518 -3.645 -0.13
C 2.890 0.989 -4.121 -1.47
H 0.734 0.960 -4.046 0.22
H 2.931 1.028 -5.220 0.38
H 2.997 -0.062 -3.832 0.18
H 3.733 1.553 -3.708 0.36
Zn 1.629 0.017 -0.592 2.27
Cl 0.600 -1.252 -2.151 -0.73
Cl 3.851 0.308 -1.058 -0.58
C 3.184 -2.337 0.419 0.18
O 2.343 -1.574 0.939 -0.90
N 3.971 -3.159 1.125 0.26
C 3.901 -3.153 2.578 -0.73
C 4.782 -4.181 0.478 -0.89
H 3.360 -2.352 -0.669 0.14
H 3.797 -2.120 2.932 0.22
H 4.826 -3.595 2.955 0.41
H 3.043 -3.740 2.938 0.02
H 4.974 -3.864 -0.554 0.32
H 4.269 -5.157 0.459 0.30
H 5.725 -4.294 1.024 0.28
H 2.133 3.358 3.447 0.31
H -0.673 3.920 3.033 0.12
C 2.225 3.651 2.393 -1.05
C -0.159 4.357 2.161 -0.87
N 0.939 3.509 1.722 0.50
H 2.959 3.020 1.888 0.28
C 0.785 2.616 0.736 -0.06
O 1.721 1.883 0.349 -1.13
H -0.878 4.460 1.338 0.31
H -0.224 2.596 0.284 0.32
H 2.534 4.702 2.360 0.32
H 0.232 5.342 2.441 0.38
O -0.160 0.040 0.545 0.90
As -1.200 -1.079 1.265 0.53
C -0.491 -2.879 1.215 0.42
C 0.285 -3.355 2.274 -0.03
C 0.708 -4.686 2.275 -1.00
C 0.396 -5.521 1.196 -0.67
C -0.333 -5.021 0.114 -0.74
C -0.787 -3.698 0.125 -0.28
C -1.464 -0.499 3.091 -0.41
C -1.621 -1.416 4.136 -0.24
C -1.792 -0.946 5.446 -0.71
C -1.816 0.429 5.702 -0.52
C -1.677 1.343 4.650 -0.70
C -1.503 0.879 3.341 0.00
C -2.919 -0.947 0.386 0.34
C -2.975 -0.927 -1.010 0.52
C -4.217 -0.827 -1.646 -0.91
C -5.389 -0.744 -0.887 -0.61
C -5.325 -0.758 0.511 -0.72
C -4.085 -0.852 1.156 -0.51
H 0.550 -2.688 3.096 0.65
H 1.277 -5.069 3.125 0.49
H 0.734 -6.559 1.200 0.38
H -0.558 -5.656 -0.745 0.42
H -1.343 -3.291 -0.719 0.25
H -1.611 -2.487 3.934 0.53
H -1.907 -1.663 6.261 0.39
H -1.949 0.791 6.724 0.37
H -1.705 2.418 4.841 0.35
H -1.397 1.575 2.508 0.26
H -2.045 -0.988 -1.582 -0.04
H -4.265 -0.814 -2.735 0.33
H -6.355 -0.667 -1.388 0.37
H -6.237 -0.696 1.106 0.36
H -4.021 -0.852 2.244 0.40
```



[2]
The following is a DFT calculation (ωB97M-V with the def2-TZVPD basis set) of C20H29N3O5S in the gas phase at a distorted geometry.

molar mass = 423.5 g/mol
gap between HOMO and LUMO = 0.3465 Eh
HOMO energy = -8.934 eV
energy relative to the best compared isomer or geometry (same formula, charge and spin) = 30.07 kJ/mol
energy = -46755.5127 eV
charge = 0

Geometry as XYZ:
```
58
Properties=species:S:1:pos:R:3:mulliken_charge:R:1
C -0.999 -1.814 0.658 0.03
C -1.409 -3.282 0.707 -0.84
C -2.848 -3.507 1.176 -0.66
C -3.919 -2.977 0.220 -0.74
N -4.134 -1.554 0.368 -0.02
C -4.008 -0.681 -0.640 0.69
O -3.760 -0.969 -1.790 -0.66
C -4.171 0.783 -0.178 -1.15
N -3.036 1.172 0.621 0.24
C -2.937 0.911 1.969 0.28
O -3.768 0.362 2.644 -0.65
O -1.735 1.352 2.413 -0.47
C -1.050 1.845 1.339 0.87
C 0.222 2.369 1.286 -1.08
C 0.666 2.765 0.034 -0.02
S 2.342 3.411 -0.115 1.26
O 2.710 3.948 1.160 -0.74
O 2.377 4.252 -1.273 -0.75
N 3.340 2.130 -0.412 0.26
C 3.654 1.236 0.674 -1.58
C 2.772 -0.019 0.679 2.58
C 3.202 -0.969 1.792 -1.97
C 2.861 -0.687 -0.696 -1.57
C 2.432 0.288 -1.795 2.14
C 2.519 -0.354 -3.176 -1.92
C 3.323 1.534 -1.725 -1.39
C -0.115 2.660 -1.106 -0.75
C -1.397 2.134 -1.050 -0.87
C -1.851 1.726 0.191 0.92
H 0.070 -1.730 0.475 -0.16
H -1.515 -1.293 -0.144 0.08
H -1.221 -1.327 1.605 0.24
H -1.281 -3.725 -0.283 0.34
H -0.744 -3.810 1.395 0.36
H -3.004 -4.581 1.293 0.35
H -2.989 -3.044 2.156 0.32
H -4.865 -3.493 0.416 0.33
H -3.635 -3.151 -0.820 0.38
H -4.309 -1.211 1.304 0.25
H -5.071 0.886 0.434 0.40
H -4.234 1.432 -1.051 0.43
H 0.845 2.490 2.154 0.57
H 3.540 1.810 1.594 0.51
H 4.706 0.939 0.578 0.33
H 1.733 0.284 0.851 -0.70
H 3.130 -0.479 2.759 0.47
H 2.567 -1.852 1.806 0.34
H 4.231 -1.289 1.644 0.41
H 2.228 -1.576 -0.722 0.41
H 3.891 -1.005 -0.877 0.36
H 1.394 0.586 -1.607 -0.53
H 3.538 -0.671 -3.385 0.39
H 2.215 0.353 -3.944 0.46
H 1.869 -1.224 -3.232 0.41
H 2.987 2.308 -2.414 0.48
H 4.352 1.258 -1.987 0.33
H 0.297 3.013 -2.037 0.55
H -2.005 2.036 -1.935 0.47
```



[3]
The following is a DFT calculation (ωB97M-V with the def2-TZVPD basis set) of C3H7BO in the gas phase at a distorted geometry.

molar mass = 69.9 g/mol
gap between HOMO and LUMO (spin up / spin down) = 0.2409 / 0.3289 Eh
HOMO energy (spin up / spin down) = -6.071 / -10.994 eV
energy relative to the best compared isomer or geometry (same formula, charge and spin) = 0.00 kJ/mol
spin multiplicity = 3
energy = -5943.7823 eV
charge = 0

Geometry as XYZ:
```
12
Properties=species:S:1:pos:R:3:mulliken_charge:R:1
B -0.131 -0.025 0.102 0.16
C -1.057 -0.039 1.290 0.04
C 1.064 -1.123 -0.130 -0.88
C -0.343 1.161 -0.980 -0.86
O -2.153 -0.341 1.642 -0.29
H -0.430 0.473 2.200 0.20
H 0.625 -2.115 -0.288 0.32
H 1.630 -1.245 0.877 0.27
H 1.865 -0.756 -0.900 0.21
H 0.639 1.326 -1.497 0.25
H -0.757 2.136 -0.660 0.25
H -0.952 0.549 -1.656 0.33
```